Computed, not measured: a cluster of 11 separate species, C34H72N4O20S3 in total in a non-equilibrium geometry, with wB97M-V/def2-TZVPD.

XYZ file:
```
133
Properties=species:S:1:pos:R:3
H -2.5484 -0.5726 -1.6184
H -4.2141 -2.2339 -1.4596
H -4.5554 -2.1239 -3.1970
O -6.0115 4.8189 -0.4954
C 2.6066 -3.8137 0.0289
H 5.9142 4.1486 2.2768
C -2.9647 -2.5323 1.5798
H -3.0383 -0.5118 4.6000
O 0.1048 -1.9047 -3.2966
H -0.0023 2.5640 -2.6972
H 1.2602 -1.3015 1.6286
H -2.5047 2.3045 -3.0045
H 1.7068 1.6180 -1.0988
H -4.9290 1.1180 0.9093
O -0.1994 -4.1935 -4.3817
H -2.8502 -1.5596 1.1015
H -1.9385 3.2215 -0.5067
O 0.2248 0.2337 -0.8776
O -1.6554 3.0427 -5.8383
H 4.9291 2.1304 -1.0824
C 1.0103 1.2996 -0.3231
H 4.9883 1.8435 2.5121
H 2.6096 0.1767 0.2301
N 4.8417 -4.4130 -0.5705
H -4.3542 0.1710 2.9286
C -5.4937 -0.5533 -2.0296
C 4.1381 -3.6461 0.2585
H 6.6678 2.2693 -0.9123
H 2.2944 1.3454 1.4929
O 2.3437 -2.9442 3.4502
C -2.6502 1.2177 3.3164
H -0.8898 -2.7226 1.7396
H 6.7716 0.5615 0.5742
C -4.1825 1.6783 1.4722
H -0.1279 -1.6191 -0.0580
H -5.5612 1.6090 -2.5619
C -2.5201 4.8801 0.6584
C -0.1464 -0.5616 0.2056
O 5.5853 3.4257 0.4097
H 3.9512 -5.1905 5.1852
H -1.6376 5.4594 0.9296
C -1.7651 -2.9566 2.3457
H 1.3265 -4.5898 4.0179
H -2.5109 -3.6069 -5.5528
H -1.7951 4.8247 -1.3789
C -5.1686 0.6509 -2.9024
H 1.5863 4.0619 2.6810
O 3.7489 -0.8268 4.0595
H -2.6255 -0.7914 -3.4271
H 0.1987 0.0641 2.1205
H 3.2656 3.7965 3.1887
H -5.3899 0.5050 -3.9597
H -1.6953 -2.4422 3.3042
H -4.3879 2.5815 -5.3785
C -3.1745 -0.5753 -2.5106
H 6.7179 1.5984 2.7104
O -2.7169 -4.8275 1.2739
N 3.0142 4.3675 1.1490
N -3.7940 0.9829 2.7116
H 2.1650 -4.4869 0.7637
H -0.9675 -5.3026 -5.7726
O 1.9955 -1.5986 5.6063
H 5.0277 0.4494 0.7604
H -6.5358 -0.8341 -2.1826
O -1.8871 2.1368 2.9769
C -2.4009 2.9995 -4.8165
H -3.2544 1.8224 0.9192
C 5.9515 1.9273 2.0087
H -1.3282 -0.1241 4.1806
H -3.8795 -2.4742 2.1694
H -0.8663 -4.8823 2.1853
C -4.3651 -1.5467 -2.2921
S 3.0270 -1.9672 4.6146
H 3.0972 3.3740 -1.4064
C 3.2155 -4.3888 5.1207
H 3.5540 5.0574 -1.4519
O -3.7459 0.7087 -2.6473
H -4.3103 -3.7255 0.4630
H -4.5198 2.6805 1.7367
H -3.8341 4.3743 -5.2655
C -3.2322 -3.6663 0.6128
H 0.1101 2.1585 -4.4255
O -3.6399 3.9413 -1.1686
H -2.7023 -3.5689 -0.3348
H -2.2235 -4.7747 3.3039
C 2.3664 -4.3251 3.8267
H 7.3380 3.5354 1.5238
O -0.4089 -3.9169 -1.8451
C -1.8615 -4.4602 2.3250
H -1.1505 -5.8791 -4.0290
C 1.8155 0.6335 0.8206
H -1.1401 -0.3167 0.5807
H -5.4190 -0.2396 -0.9884
H -4.3521 3.4294 -3.8706
H 2.8526 -4.8386 2.9972
C -0.4855 2.0379 -3.5206
S -4.6122 5.2940 -0.7674
H 2.3716 -4.0908 -0.9988
H -0.5593 0.9711 -3.3096
H 0.3655 2.1419 -0.0725
H 2.6733 5.4249 2.9584
H -3.3571 -4.7053 -4.3544
H 6.6910 -3.4894 -0.1368
C -3.8609 3.3704 -4.8419
O -2.0792 -3.2056 -3.6748
C -2.3010 0.2791 4.4621
C 2.7287 4.3833 -1.2226
C 2.1586 4.6119 0.1428
H 2.0746 -2.8806 0.2138
C 5.8641 1.1472 0.7213
C 2.6131 4.4095 2.5668
H -2.1633 0.7107 5.4535
H 3.9540 4.0540 0.9525
C -1.2028 -5.0528 -4.7380
C 5.7326 2.2364 -0.3535
H 6.8183 -5.2430 -0.3519
H 4.3786 -5.0017 -1.2480
O -3.7472 5.6347 0.5857
N -1.8317 2.5369 -3.7208
C 6.2866 -4.3475 -0.6736
S -0.5583 -3.1873 -3.1096
H 1.9103 4.5556 -1.9216
O 4.0067 -3.2186 5.1058
C -2.3553 4.2154 -0.6697
O 0.9725 4.9259 0.3602
C 0.8313 -0.3443 1.3323
H 6.5482 -4.1096 -1.7046
O -4.4312 6.2511 -1.8597
H -2.6767 4.1325 1.4360
C -2.4443 -4.1744 -4.6246
O 4.5523 -2.7542 1.0222
H 2.5632 -4.3266 5.9917
C 6.2720 3.3400 1.6395
```

Properties
DFT total energy = -4256.91592 Eh
max |F| = 4.629 eV Å⁻¹
HOMO energy = -8.4 eV
Kohn-Sham gap = 0.3117 hartree
molecular weight = 953.16 g mol⁻¹